{
  "formula": "C4H9N",
  "method": "ωB97M-V/def2-TZVPD",
  "molar_mass_g_mol": 71.12,
  "multiplicity": 1,
  "largest_force_ev_per_a": 1.27,
  "homo_lumo_gap_ev": 10.0,
  "smiles": "C[C@H]1CN1C",
  "relative_energy_ev": 1.223,
  "symbols": ["H", "H", "H", "H", "H", "C", "C", "H", "H", "H", "N", "H", "C", "C"],
  "positions_angstrom": [[0.11862, 0.45168, 1.70678], [1.96234, -0.72322, -1.44115], [1.69350, -0.69199, 0.33887], [-1.51820, 1.23539, 1.73946], [-0.20335, 2.00169, 0.86752], [-0.61051, 1.05226, 1.13748], [-0.03009, -0.20338, -0.93194], [-0.21514, -0.02313, -1.98061], [-0.59323, -1.57684, 0.70815], [1.81489, 0.87706, -0.66810], [-1.04105, 0.40414, -0.09703], [-1.83714, -1.59570, -0.60409], [-0.99310, -1.04373, -0.14679], [1.45246, -0.16423, -0.62855]],
  "forces_ev_per_angstrom": [[-0.17, 0.28, -0.01], [-0.16, 0.30, 0.52], [-0.06, 0.86, -0.93], [0.51, -0.14, -0.06], [0.46, 0.69, 0.01], [-0.85, -0.82, 0.06], [0.06, -0.23, -0.05], [-0.24, -0.16, -0.22], [0.22, 0.11, 0.16], [0.03, -0.45, 0.30], [-0.16, 0.11, 0.36], [0.50, 0.64, 0.12], [-0.30, -0.41, -0.60], [0.16, -0.77, 0.32]],
  "mulliken_charge": [0.28, 0.34, 0.29, 0.28, 0.30, -0.76, 0.10, 0.32, 0.23, 0.26, -0.30, 0.23, -0.42, -1.14]
}